No. 1
ORCA calculation (ωB97M-V/def2-TZVPD) on a cluster of 2 separate species, C12H16Si in total at a distorted geometry.

Last column: Löwdin charge in e.
CARTESIAN COORDINATES (ANGSTROEM)
C (-3.3897, 1.3094, 0.9179)  -0.094
C (-2.2169, 2.0428, 0.4903)  -0.104
C (-3.6702, 0.0738, 0.4920)  -0.037
C (-1.3163, 1.4284, -0.2968)  -0.084
C (-2.6345, -1.9375, -0.8320)  -0.032
C (-2.7381, -0.6299, -0.3594)  -0.197
C (-1.5763, 0.0744, -0.7985)  -0.294
C (-0.6287, -0.7493, -1.3421)  -0.001
C (-1.2941, -2.0821, -1.4738)  -0.249
C (3.3132, 1.5011, -0.8905)  -0.189
C (2.9762, -1.5747, 0.0172)  -0.237
C (1.8609, 0.6794, 1.9192)  -0.183
Si (2.3871, 0.2017, 0.1973)  0.838
H (-3.8348, 1.6638, 1.7965)  0.080
H (-2.0271, 2.9844, 0.9716)  0.087
H (-4.4282, -0.5604, 0.8118)  0.088
H (-0.4155, 1.8771, -0.7520)  0.092
H (-3.2612, -2.6846, -0.6216)  0.048
H (-0.7480, -2.8667, -1.0655)  0.076
H (-1.4090, -2.3097, -2.5840)  0.140
H (4.1792, 1.8859, -0.5140)  -0.022
H (3.3886, 1.1817, -1.9764)  0.059
H (2.5640, 2.3275, -0.9550)  0.032
H (3.4341, -1.7600, -0.9741)  0.035
H (3.9360, -1.7608, 0.6385)  0.062
H (2.3258, -2.3306, 0.3726)  0.004
H (1.9554, -0.2797, 2.5525)  0.076
H (2.4607, 1.4169, 2.2997)  -0.009
H (0.8072, 0.8778, 1.9585)  0.017

## Properties
max |F|: 4.8 eV Å⁻¹
relative energy (zero: lowest compared OMol25 entry of this formula, charge and spin): 6.8745 eV
frontier orbital gap (alpha / beta): 5.4624 / 5.4664 eV

=====

No. 2
ORCA calculation (ωB97M-V/def2-TZVPD) on a structure of composition C26H20Cl2CoF5N7O8 at a distorted geometry.

Last column: Löwdin charge in e.
CARTESIAN COORDINATES (ANGSTROEM)
Co (-1.1065, -0.2983, 0.6920)  0.784
Cl (-3.4411, 6.7733, 1.2373)  0.585
C (-2.6805, 5.2116, 1.4451)  -0.681
C (-2.1701, 4.8259, 2.7367)  -0.135
C (-1.6504, 3.5837, 2.8953)  -0.585
Cl (-1.2260, 3.0259, 4.4615)  0.688
C (-1.5506, 2.5757, 1.8033)  -0.382
O (-1.1794, 1.4070, 2.0185)  -0.055
C (-1.9501, 3.0530, 0.5230)  -0.111
C (-1.9103, 2.2532, -0.6775)  -0.209
O (-1.6067, 1.0936, -0.7703)  -0.006
C (-2.5026, 4.3718, 0.3904)  -0.084
H (-2.2857, 5.5224, 3.5317)  0.085
H (-2.1338, 2.7706, -1.5830)  0.116
H (-2.9156, 4.6501, -0.5732)  0.103
C (0.7104, -3.4231, 1.9517)  -0.009
C (-0.6413, -3.0375, 2.4295)  -0.301
N (-1.3668, -2.0531, 1.9123)  0.096
C (-2.6387, -2.0774, 2.4372)  -0.078
C (-2.6934, -3.1122, 3.3249)  -0.092
N (-1.4363, -3.6879, 3.3430)  0.173
C (-3.7509, -3.6030, 4.2505)  -0.527
O (-4.8786, -2.9480, 4.2334)  0.108
O (-3.5137, -4.5337, 4.9797)  0.067
C (-3.6662, -1.0444, 1.9590)  -0.557
O (-4.7830, -1.0284, 2.5298)  0.002
O (-3.3032, -0.2985, 1.0330)  -0.002
H (1.1018, -2.5362, 1.4374)  0.054
H (0.6239, -4.1984, 1.1830)  0.069
H (1.3979, -3.6869, 2.7931)  0.092
H (-1.1462, -4.4286, 3.9655)  0.161
H (-4.9371, -2.2252, 3.4953)  0.071
F (4.6969, 3.4678, 1.8487)  0.056
C (3.7807, 2.4990, 1.5389)  -0.137
C (3.8669, 1.2590, 2.1271)  -0.157
F (4.8944, 0.9608, 2.9489)  0.086
C (2.9020, 0.3034, 1.8518)  -0.132
F (3.0139, -0.8553, 2.5370)  0.083
C (1.8676, 0.5247, 0.9352)  -0.291
O (0.9836, -0.4137, 0.6844)  -0.135
C (1.8393, 1.7686, 0.3406)  -0.149
F (0.8097, 2.0717, -0.4848)  0.090
C (2.7407, 2.7553, 0.6236)  -0.118
F (2.6316, 4.0032, 0.0718)  0.073
C (0.4237, 1.0943, -4.1695)  -0.014
C (1.8827, 0.5201, -3.8714)  -0.582
C (2.4157, -0.4093, -4.9272)  -0.077
C (2.8853, 1.6570, -3.6779)  -0.069
N (1.7461, -0.1957, -2.5499)  -0.071
N (2.8001, -1.0933, -2.1933)  0.008
H (0.5412, 1.8708, -4.9215)  0.071
H (0.0093, 1.5783, -3.3304)  0.045
H (-0.2782, 0.3589, -4.5208)  0.066
H (2.7740, 0.1013, -5.8239)  0.071
H (1.6329, -1.1422, -5.1325)  0.068
H (3.3169, -0.8925, -4.5005)  0.073
H (3.4478, 1.9763, -4.5687)  0.069
H (3.6361, 1.3136, -2.9558)  0.071
H (2.4712, 2.5430, -3.1974)  0.070
H (0.8166, -0.6209, -2.5171)  0.092
H (2.8220, -1.9662, -2.7663)  0.075
H (2.6707, -1.3739, -1.2668)  0.031
O (-0.9885, -1.8455, -0.8739)  -0.144
N (-0.8838, -3.0546, -0.6511)  -0.030
C (-0.7773, -3.8070, -1.7505)  -0.315
C (-0.5792, -5.1925, -1.5528)  -0.248
N (-0.3591, -6.3073, -1.3956)  0.106
C (-0.6615, -3.3365, -3.1052)  -0.213
N (-0.5614, -3.0176, -4.1927)  0.135

## Properties
max |F|: 2.6 eV Å⁻¹
total charge: -2
<S²>: 3.756
relative energy (zero: lowest compared OMol25 entry of this formula, charge and spin): 0.2901 eV
frontier orbital gap (alpha / beta): 7.3599 / 7.3126 eV
spin multiplicity: 4

=====

No. 3
ORCA calculation (ωB97M-V/def2-TZVPD) on a cluster of 11 separate species, C37H89F3N4O29P4 in total at a distorted geometry.

Last column: Löwdin charge in e.
CARTESIAN COORDINATES (ANGSTROEM)
O (16.2225, 17.3294, 11.0829)  0.091
C (17.3229, 17.0895, 11.6222)  -0.543
O (17.8625, 17.8346, 12.6123)  0.095
C (19.2419, 17.5175, 12.6490)  -0.082
C (19.4262, 16.3919, 11.7431)  -0.313
F (19.7321, 15.2655, 12.3816)  0.092
O (18.1497, 16.2275, 11.1244)  0.170
H (19.8499, 18.3716, 12.3510)  0.130
H (19.6639, 17.2699, 13.6230)  0.131
H (20.2045, 16.6031, 11.0097)  0.170
O (14.6764, 18.7583, 7.2858)  0.170
C (15.8452, 18.9379, 7.4647)  -0.579
O (16.4312, 20.0938, 7.2769)  0.113
C (17.8516, 19.9177, 7.4067)  -0.040
C (18.0462, 18.5220, 7.9893)  -0.307
F (18.3166, 18.6283, 9.3050)  0.079
O (16.7650, 17.9906, 7.7377)  0.130
H (18.2935, 19.8239, 6.4147)  0.137
H (18.4093, 20.5996, 8.0487)  0.147
H (18.9220, 18.1554, 7.4539)  0.170
O (12.2959, 13.7426, 7.6505)  0.175
C (13.3250, 14.1201, 8.1147)  -0.615
O (13.4378, 14.9034, 9.1145)  0.127
C (14.7283, 15.3710, 9.1299)  -0.089
C (15.5677, 14.1824, 8.6104)  -0.314
F (15.8445, 13.4877, 9.6650)  0.123
O (14.5420, 13.6178, 7.7855)  0.128
H (14.7961, 16.3237, 8.6046)  0.127
H (15.0955, 15.5897, 10.1327)  0.116
H (16.4443, 14.4798, 8.0348)  0.171
C (26.5353, 13.2488, 11.8238)  -0.099
O (25.3913, 12.4242, 11.5364)  -0.212
P (24.0705, 12.6141, 12.4471)  0.409
O (23.9599, 13.8943, 13.1365)  -0.220
O (22.7413, 12.1925, 11.6538)  -0.207
C (21.9612, 13.1937, 11.0377)  -0.094
O (24.1681, 11.3986, 13.4923)  -0.211
C (24.0626, 10.0540, 12.9994)  -0.100
H (26.5046, 13.8432, 12.7370)  0.079
H (26.6219, 13.9670, 11.0085)  0.086
H (27.4431, 12.6458, 11.8444)  0.088
H (22.5013, 14.1338, 10.9253)  0.083
H (21.1163, 13.3205, 11.7145)  0.076
H (21.4878, 12.8088, 10.1344)  0.090
H (24.5793, 9.3699, 13.6726)  0.090
H (24.2801, 9.9037, 11.9420)  0.087
H (23.0093, 9.7890, 13.0909)  0.085
C (16.0295, 8.3591, 11.7302)  -0.157
O (16.7917, 9.3819, 12.2328)  -0.214
P (18.1481, 9.7471, 11.4305)  0.460
O (19.0910, 8.6109, 11.3521)  -0.239
O (17.6473, 10.3753, 10.0261)  -0.240
C (18.4499, 10.3915, 8.7783)  -0.039
O (18.7268, 11.0048, 12.3276)  -0.216
C (17.8688, 12.0274, 12.7602)  -0.127
H (16.4171, 7.7138, 10.9419)  0.090
H (15.0619, 8.7262, 11.3880)  0.097
H (15.9474, 7.6331, 12.5390)  0.095
H (18.0832, 9.6916, 8.0275)  0.084
H (19.4832, 10.1865, 9.0585)  0.085
H (18.1996, 11.3385, 8.3002)  0.078
H (16.8558, 11.7709, 12.4502)  0.079
H (18.0769, 13.0364, 12.4041)  0.070
H (17.9086, 12.1510, 13.8425)  0.092
C (19.8684, 21.2904, 13.5938)  -0.161
O (20.5238, 21.4094, 12.4312)  -0.187
P (21.9201, 22.2504, 12.2669)  0.482
O (22.5354, 21.8627, 11.0225)  -0.216
O (21.4088, 23.7014, 12.6005)  -0.180
C (22.0459, 24.8203, 11.9855)  -0.087
O (22.8824, 21.8708, 13.5817)  -0.216
C (24.2627, 21.9108, 13.3824)  -0.148
H (20.3414, 21.8564, 14.3963)  0.094
H (19.8438, 20.2852, 14.0146)  0.068
H (18.8338, 21.6217, 13.5046)  0.093
H (22.3688, 25.5777, 12.6998)  0.093
H (21.3696, 25.3387, 11.3058)  0.093
H (22.8874, 24.5158, 11.3632)  0.084
H (24.4912, 22.9764, 13.4042)  0.088
H (24.6497, 21.5110, 12.4451)  0.076
H (24.8918, 21.3953, 14.1081)  0.091
C (18.1058, 18.4764, 15.9878)  -0.142
O (17.3039, 19.3905, 16.6350)  -0.175
P (15.8700, 19.6691, 15.9093)  0.496
O (15.9068, 20.5710, 14.7658)  -0.217
O (15.3577, 18.2028, 15.6694)  -0.208
C (15.0071, 17.8852, 14.2995)  -0.082
O (14.8957, 20.2877, 17.1487)  -0.229
C (13.5051, 20.1232, 17.3403)  -0.120
H (18.9021, 18.9486, 15.4125)  0.075
H (17.6422, 17.7056, 15.3722)  0.087
H (18.6664, 17.9368, 16.7512)  0.078
H (13.9188, 17.9465, 14.2982)  0.089
H (15.3524, 16.9295, 13.9052)  0.094
H (15.1212, 18.6901, 13.5734)  0.065
H (13.3172, 19.6080, 18.2823)  0.086
H (13.0093, 19.5303, 16.5717)  0.081
H (13.0351, 21.1056, 17.3871)  0.088
C (12.3532, 18.1701, 10.6454)  -0.082
O (12.2632, 19.5817, 10.4976)  -0.228
C (11.0422, 19.9870, 9.8631)  -0.165
C (11.1452, 19.9212, 8.3127)  -0.429
C (12.1455, 20.9026, 7.6437)  -0.045
N (9.8344, 20.1083, 7.7443)  0.006
H (12.3761, 17.7081, 9.6584)  0.082
H (11.6011, 17.7611, 11.3201)  0.091
H (13.3508, 18.0425, 11.0656)  0.074
H (10.1511, 19.5225, 10.2854)  0.123
H (11.0888, 21.0336, 10.1639)  0.123
H (11.2501, 18.8930, 7.9665)  0.128
H (13.0796, 20.9188, 8.2051)  0.056
H (11.6670, 21.8792, 7.5707)  0.072
H (12.4001, 20.5674, 6.6382)  0.073
H (9.4940, 20.9716, 8.1429)  0.063
H (9.9006, 20.2568, 6.7475)  0.071
C (14.1431, 24.0638, 8.7565)  -0.135
O (15.0249, 23.1108, 9.3175)  -0.191
C (15.0061, 23.2957, 10.7366)  -0.185
C (15.8298, 22.0779, 11.2155)  -0.401
C (15.0720, 20.7581, 11.0424)  -0.040
N (16.1321, 22.3551, 12.5954)  0.027
H (14.5015, 25.0752, 8.9480)  0.074
H (13.1717, 24.1134, 9.2484)  0.084
H (14.1646, 24.0837, 7.6669)  0.090
H (15.2535, 24.2902, 11.1077)  0.126
H (13.9466, 23.1461, 10.9443)  0.117
H (16.7809, 21.9285, 10.7045)  0.128
H (14.2522, 20.8925, 10.3368)  0.047
H (14.4040, 20.3517, 11.8018)  0.075
H (15.6492, 19.9993, 10.5140)  0.066
H (16.2862, 21.5471, 13.1815)  0.009
H (15.2787, 22.7615, 12.9512)  0.065
C (22.3380, 16.7433, 14.5262)  -0.111
O (21.7134, 17.3483, 15.6156)  -0.211
C (21.3134, 16.4967, 16.6732)  -0.152
C (21.2362, 17.3404, 18.0828)  -0.414
C (22.4743, 18.1696, 18.3580)  -0.075
N (21.0003, 16.4775, 19.2104)  0.027
H (22.6148, 17.4929, 13.7849)  0.069
H (21.6969, 16.0101, 14.0368)  0.080
H (23.1835, 16.1080, 14.7902)  0.090
H (20.4477, 15.9231, 16.3421)  0.117
H (22.1337, 15.8017, 16.8524)  0.111
H (20.4051, 18.0177, 17.8862)  0.109
H (23.3367, 17.5306, 18.5476)  0.078
H (22.2644, 18.7822, 19.2348)  0.077
H (22.7665, 18.8490, 17.5574)  0.070
H (21.8056, 15.9235, 19.4647)  0.073
H (20.5584, 16.9303, 19.9977)  0.075
C (24.8601, 17.0191, 12.0231)  -0.104
O (23.5886, 16.8846, 11.3335)  -0.162
C (22.8966, 18.1484, 11.3805)  -0.179
C (22.6937, 18.6109, 9.9064)  -0.460
C (23.9038, 19.1681, 9.1652)  -0.051
N (21.6334, 19.5479, 9.8320)  0.039
H (25.6450, 17.3433, 11.3398)  0.075
H (25.1973, 16.0341, 12.3459)  0.058
H (25.1046, 17.7002, 12.8382)  0.087
H (21.9451, 17.8642, 11.8299)  0.084
H (23.2718, 19.0477, 11.8689)  0.124
H (22.3784, 17.7621, 9.2996)  0.124
H (23.6488, 19.7837, 8.3026)  0.077
H (24.6110, 18.3704, 8.9380)  0.077
H (24.3129, 19.9374, 9.8201)  0.068
H (21.9340, 20.2665, 10.4750)  0.004
H (21.4330, 19.8904, 8.9032)  0.079

## Properties
max |F|: 5.9 eV Å⁻¹
frontier orbital gap: 8.4206 eV
SMILES: O=C1OC[C@@H](F)O1.O=C1OC[C@@H](F)O1.O=C1OC[C@@H](F)O1.COP(=O)(OC)OC.COP(=O)(OC)OC.COP(=O)(OC)OC.COP(=O)(OC)OC.COC[C@H](C)N.COC[C@H](C)N.COC[C@H](C)N.COC[C@H](C)N